Entry 1:
Molecular formula: C19H27CrN7O6
Method: DFT, ωB97M-V with the def2-TZVPD basis set

Properties
DFT total energy   -2619.10624 a.u.
Frontier orbital gap (spin up / spin down)   6.567 / 6.607 eV
F_max   7.14 eV Å⁻¹
Multiplicity   5
Net charge   0

XYZ file:
```
60
Properties=species:S:1:pos:R:3:forces:R:3
Cr 1.339327 -0.963738 -1.438329 -5.645 4.257 1.028
O -0.441695 -0.585814 -3.789027 0.560 0.370 -0.524
O 0.347857 -4.932716 1.447316 0.663 0.141 0.033
O 1.261877 -1.105571 -6.308505 0.021 -0.041 0.953
O 1.441566 1.050718 -3.625541 0.086 -0.327 0.069
O 0.370559 -2.216434 1.046223 0.423 0.035 0.367
O 1.952741 -0.151265 1.356201 0.106 -0.548 -0.404
N 1.944382 0.608874 -2.455266 1.625 2.791 1.235
N -0.353259 0.648266 -0.453653 -0.296 -0.709 0.474
N 2.146083 0.061907 0.033319 2.123 2.847 0.102
N 0.211467 -2.073025 -0.255672 -2.944 -1.460 -1.569
N -3.990232 2.471216 7.494789 1.010 -0.334 -2.354
N -1.354296 1.622968 1.274739 0.535 -0.372 -1.253
N -0.138149 -1.259732 -2.712614 -2.215 -2.533 1.276
C -0.750844 1.900591 -0.850406 -0.108 0.330 0.851
C -1.816355 -3.471429 -0.158110 -0.454 -0.239 -0.150
C -1.889729 1.802843 2.563648 -0.231 0.105 0.417
C -2.393154 0.921002 4.755549 0.158 0.005 -0.355
C 3.524158 2.022772 0.617689 0.078 0.269 0.166
C -3.013771 3.192713 4.185114 0.156 -0.064 -0.307
C 2.810007 1.157411 -0.348445 -0.947 -2.673 1.961
C 2.688071 1.475844 -1.741933 -1.818 -1.556 -2.999
C -0.876676 -2.588914 -0.886867 2.612 0.772 2.557
C -1.844877 0.745551 3.485272 -0.259 0.352 0.275
C -2.974260 2.144470 5.111016 0.081 -0.055 -0.231
C -1.083080 -2.099999 -2.210764 1.858 2.214 -2.465
C 3.117460 2.763569 -2.342562 0.225 0.530 0.020
C -1.347744 2.527678 0.210865 0.024 -0.189 -0.047
C -2.470744 3.030464 2.907842 -0.084 -0.297 0.508
C -0.742089 0.481737 0.802859 -0.481 1.156 -0.817
C -3.534187 2.321755 6.426646 -0.951 0.327 2.179
C 2.620229 -2.165110 -1.597559 3.988 -3.785 -0.546
C -2.289935 -2.269527 -3.047925 -0.762 -0.470 0.146
H -2.018218 -2.630280 -4.047563 -0.006 0.186 0.167
H 2.192060 -3.131815 -1.258915 0.472 0.225 -0.321
H 3.051920 -2.260719 -2.607688 -0.017 -0.151 0.271
H -2.972714 -2.989037 -2.592725 0.003 0.075 -0.139
H 3.416068 -1.872897 -0.885665 -0.006 -0.376 -0.333
H -1.765311 3.514388 0.294206 -0.015 -0.047 -0.035
H -1.395618 -0.210871 3.223246 -0.151 0.281 0.124
H 2.616595 3.607737 -1.848033 0.101 -0.141 -0.064
H -0.660007 -0.421531 1.388728 0.146 0.069 -0.229
H 1.323005 -0.981190 1.341927 0.496 -0.036 0.198
H 0.642594 -3.988444 1.477837 -0.324 -0.565 -0.175
H 2.887275 2.813141 -3.412329 0.017 -0.185 0.380
H 0.576663 0.424378 -3.768845 0.246 -0.200 -0.223
H -2.430132 -2.893615 0.548619 0.166 -0.142 -0.060
H 1.211526 -1.093299 -5.312043 -0.140 0.051 -0.955
H -1.261742 -4.244109 0.389709 -0.216 0.314 -0.065
H -2.505406 3.853048 2.195408 -0.014 -0.255 0.265
H 3.483216 1.564073 1.608821 0.054 0.204 -0.189
H 4.196360 2.904914 -2.211431 -0.136 0.002 0.042
H -2.487848 -3.953958 -0.874623 0.045 0.039 0.242
H -2.369044 0.099496 5.468831 -0.008 0.220 -0.135
H 1.052776 -5.424774 1.001773 -0.196 0.226 0.219
H -3.474231 4.138270 4.464364 0.119 -0.209 -0.063
H -0.586946 2.278709 -1.855678 0.019 -0.152 0.287
H 4.571432 2.128613 0.300490 -0.247 0.062 0.124
H -2.833905 -1.322071 -3.176295 0.283 -0.153 0.009
H 3.068924 3.022761 0.651960 0.172 -0.190 0.059
```
Forces are in eV/Å.


Entry 2:
Molecular formula: C19H27IrN5O4P
Method: DFT, ωB97M-V with the def2-TZVPD basis set

Properties
DFT total energy   -1760.07826 a.u.
Frontier orbital gap (spin up / spin down)   7.297 / 6.645 eV
F_max   0.93 eV Å⁻¹
Multiplicity   5
Net charge   +2
ΔE to the lowest compared entry with this formula, charge and spin   0.6023 eV

XYZ file:
```
57
Properties=species:S:1:pos:R:3:forces:R:3
Ir -0.218722 -0.215737 0.265955 -0.561 0.164 0.156
P 0.637763 -3.563647 0.532476 -0.126 0.704 0.592
O 1.994742 -3.309082 0.013861 -0.050 -0.047 -0.048
O -0.207669 -2.426071 1.122708 0.383 -0.061 -0.262
O 0.522829 1.790636 0.749677 -0.058 -0.037 -0.144
O -1.672072 -1.320454 -1.128015 0.093 -0.586 -0.076
N -1.839357 1.286828 -0.095223 0.081 -0.345 0.038
N 1.892148 -0.167585 -0.445771 0.085 -0.108 0.311
N 0.645073 -3.941751 3.238495 -0.088 -0.052 -0.735
N -1.533989 2.547395 0.045341 0.426 0.276 0.085
N -0.215844 -3.496688 -2.006193 0.008 0.179 0.424
C -3.172026 1.042953 -0.189101 -0.117 -0.056 -0.067
C 4.088901 0.084084 0.455913 0.085 -0.003 -0.004
C -0.065586 6.467103 0.030486 -0.045 0.084 -0.012
C 0.282130 4.110510 0.354824 -0.036 0.015 -0.058
C 2.746370 -0.195891 0.590267 0.034 -0.044 -0.166
C -3.665636 -2.635644 -1.065611 -0.160 -0.045 -0.072
C -4.135119 2.175641 -0.011079 0.088 -0.058 0.040
C -3.651996 -0.234780 -0.430615 -0.144 0.082 0.132
C 1.648331 4.332888 0.537272 0.066 0.016 0.038
C -2.922024 -1.353044 -0.853275 0.420 0.188 -0.217
C 1.296185 6.682962 0.200983 0.013 -0.022 0.004
C 4.576045 0.415562 -0.800966 0.050 0.030 0.011
C -0.577043 5.183852 0.104276 -0.042 0.023 0.004
C 3.697768 0.446873 -1.871754 0.097 -0.010 -0.039
C 0.605031 -4.760620 1.956200 0.068 0.073 0.057
C 2.365781 0.152870 -1.651951 -0.196 -0.074 -0.108
C -0.282557 -4.402630 -0.808207 -0.050 -0.020 -0.064
C -0.219499 2.741038 0.387649 -0.208 0.042 0.146
C 2.152644 5.616643 0.458782 0.047 0.012 -0.002
H -5.159928 1.833229 -0.126246 0.031 -0.019 0.013
H -0.725939 7.305516 -0.160798 0.052 -0.093 0.020
H 4.737814 0.050746 1.322348 -0.054 0.008 -0.074
H 1.599697 -3.708760 3.494197 0.257 0.029 0.048
H -0.523987 -3.948190 -2.861144 -0.078 -0.155 -0.147
H 1.693119 7.687904 0.132738 -0.007 -0.026 0.016
H -4.223883 -2.894988 -0.164236 -0.006 -0.013 -0.042
H -1.636402 5.004887 -0.018431 0.041 0.008 -0.024
H -2.995078 -3.455115 -1.317595 -0.037 0.046 -0.017
H -1.318473 -4.610159 -0.555620 -0.073 0.086 -0.099
H -0.315923 -5.338230 1.957753 -0.067 -0.005 0.073
H 0.229031 -5.336284 -1.032752 0.004 -0.032 -0.143
H 0.212832 -4.408191 4.030901 -0.105 -0.141 0.094
H -3.926653 2.951813 -0.747078 -0.011 0.005 -0.008
H 1.454896 -5.435227 1.923494 0.059 -0.029 0.130
H 3.212929 5.791209 0.593894 -0.060 0.007 -0.005
H -4.007205 2.634823 0.970395 0.006 0.004 -0.022
H -4.393253 -2.519665 -1.873322 0.033 -0.021 0.052
H 0.153167 -3.056504 3.028157 -0.103 0.010 -0.016
H 0.750421 -3.182327 -2.133202 0.150 -0.050 0.017
H 1.651312 0.180226 -2.467415 -0.013 0.025 0.094
H 2.334416 -0.443069 1.563761 -0.032 0.034 -0.089
H 2.299893 3.491616 0.735931 -0.007 0.029 -0.018
H -4.723499 -0.368400 -0.346473 0.067 -0.010 -0.023
H 5.623557 0.655681 -0.939499 -0.064 -0.035 0.000
H -0.808584 -2.634863 -1.827694 -0.126 0.013 0.147
H 4.033094 0.698120 -2.869461 -0.021 0.005 0.057
```
Forces are in eV/Å.


Entry 3:
Molecular formula: C19H27N2RuSe
Method: DFT, ωB97M-V with the def2-TZVPD basis set

Properties
DFT total energy   -3345.54127 a.u.
Frontier orbital gap (spin up / spin down)   6.806 / 4.814 eV
F_max   7.13 eV Å⁻¹
Multiplicity   5
Net charge   +1

XYZ file:
```
50
Properties=species:S:1:pos:R:3:forces:R:3
Ru -1.092239 0.822703 0.527783 -0.612 -1.580 -6.927
Se 1.739791 -1.342273 -0.286287 -0.792 0.216 -0.560
N 4.473066 -1.918195 0.346613 -0.313 -0.533 0.397
N 3.134733 -2.504078 1.949584 0.267 -0.149 -0.718
C -2.631408 0.403510 1.732901 -0.198 -0.267 0.688
C 1.943586 -2.744470 2.738778 -0.408 0.138 0.030
C -0.804170 2.711493 1.142151 0.439 -0.226 0.952
C 5.246970 -2.593985 1.286915 -1.386 0.060 0.598
C 1.109068 1.974052 -0.007219 0.907 0.148 -0.206
C 0.379316 1.805677 1.227958 0.952 2.629 1.665
C -1.792735 1.970219 -3.194679 0.195 0.390 -0.432
C -3.888491 2.011167 -1.675608 -0.583 -0.050 0.037
C -1.394766 -1.525851 1.218836 -0.214 -0.604 0.223
C -2.874164 1.255590 -2.470977 0.370 0.006 0.615
C -3.225463 -0.259459 0.603862 -0.803 -0.792 0.671
C -2.940191 -0.207919 -2.699430 0.354 -0.709 0.221
C 3.152253 -1.929118 0.702016 1.589 -0.264 1.539
C 4.398857 -2.968536 2.295767 0.330 0.760 -1.138
C -2.485736 -1.457189 0.328992 0.492 0.815 0.165
C 0.350981 2.769758 -0.876099 -0.611 -0.502 0.089
C -0.862091 3.152091 -0.218165 0.693 1.445 -0.102
C 5.013199 -1.395315 -0.888891 0.112 0.134 -0.567
C -1.379457 -0.321042 2.024455 -1.313 -1.324 2.323
H -3.201019 -0.414644 -3.759926 0.116 -0.148 0.465
H -0.811321 1.452338 -3.123352 -0.586 0.085 -0.204
H -4.165147 2.943243 -2.205082 0.052 -0.284 0.323
H -3.658696 -0.710651 -2.031704 0.038 0.222 -0.516
H 2.086022 1.517499 -0.195399 -0.594 0.325 -0.068
H -3.564918 2.306472 -0.641142 -0.053 -0.129 -0.668
H -1.944618 -0.702179 -2.485733 -0.815 0.461 -0.425
H 5.338901 -2.220389 -1.537899 -0.186 0.268 0.134
H -4.169415 0.040642 0.146247 0.497 -0.185 0.105
H 1.523684 -3.728240 2.504138 0.011 0.173 0.064
H -2.707657 -2.181157 -0.457564 0.106 0.343 0.334
H -1.628262 2.984535 -2.795096 -0.227 -0.273 -0.393
H -0.655468 -2.321011 1.301178 -0.335 0.285 -0.298
H -0.695763 -0.074192 2.818243 -0.234 -0.536 0.621
H 0.629019 3.048495 -1.897200 -0.178 -0.253 0.498
H 1.196940 -1.965399 2.521716 0.360 -0.310 0.022
H -3.018126 1.259908 2.278597 -0.162 -0.447 -0.004
H -1.644512 3.801743 -0.618585 0.419 -0.307 0.093
H 0.699957 1.315910 2.134646 0.706 0.585 0.138
H 5.872835 -0.751084 -0.682800 -0.163 -0.117 0.071
H 4.580562 -3.503682 3.207766 0.012 0.010 0.088
H -4.816894 1.411613 -1.538415 0.515 0.417 -0.140
H 6.302045 -2.732726 1.154395 0.087 -0.017 0.014
H 4.236202 -0.806892 -1.388667 0.220 -0.229 0.091
H -1.480949 2.967824 1.962563 0.501 0.307 -0.389
H 2.200428 -2.691623 3.798014 0.003 -0.067 -0.133
H -2.074742 2.044816 -4.278196 0.426 0.077 0.611
```
Forces are in eV/Å.


Entry 4:
Molecular formula: C19H27N3O3S2
Method: DFT, ωB97M-V with the def2-TZVPD basis set

Properties
Structure (SMILES)   CCN(CC)C(=O)CSc1nc2sc3c(c2c(=O)n1CCCOC)CCC3
DFT total energy   -1926.59916 a.u.
Frontier orbital gap   8.180 eV
F_max   0.81 eV Å⁻¹
Net charge   0
ΔE to the lowest compared entry with this formula, charge and spin   0.8377 eV

XYZ file:
```
54
Properties=species:S:1:pos:R:3:forces:R:3
S 2.416330 2.262671 0.680987 0.127 -0.383 -0.122
S -1.720566 -0.888830 1.693271 -0.514 -0.222 0.351
O -1.942630 2.288069 -0.090766 0.220 0.338 -0.093
O -1.033065 -1.056943 -1.394147 -0.137 -0.223 0.124
O 2.523485 -2.647314 -0.168856 0.176 -0.157 -0.157
N -3.788816 1.012269 -0.168927 -0.236 0.060 -0.212
N 0.398793 0.532599 1.188108 -0.405 0.075 0.108
N 0.617119 -1.762190 0.726874 0.223 0.121 0.070
C 5.757953 0.843155 -1.168839 0.018 -0.034 -0.003
C -2.262870 0.845778 1.766495 0.338 -0.178 -0.027
C -0.073648 -0.668184 1.139808 0.139 0.740 0.252
C -4.442824 -1.317184 -0.611146 -0.056 0.137 0.124
C 1.936705 -1.657808 0.228476 0.080 0.202 0.105
C -0.640545 -2.383749 -1.686615 -0.119 -0.187 -0.061
C 3.709264 0.178042 -0.170709 0.191 0.557 -0.079
C -4.202646 1.684088 -1.390868 0.032 0.290 -0.117
C -0.980853 -3.258018 -0.481067 0.179 0.320 -0.162
C 2.453128 -0.317820 0.252390 -0.425 0.479 0.250
C -5.148976 2.843713 -1.093094 0.166 -0.191 -0.058
C -2.643139 1.428342 0.410265 0.101 -0.087 0.395
C 1.646317 0.709746 0.734545 0.523 -0.555 -0.258
C 4.961814 -0.407625 -0.730895 0.078 -0.150 -0.024
C 5.156801 2.049429 -0.410140 0.133 0.205 0.062
C 3.825979 1.520539 -0.001552 -0.272 -0.342 -0.029
C -4.622506 -0.082387 0.274247 0.020 -0.332 -0.072
C -0.541659 -0.093720 -2.289263 0.064 0.127 -0.146
C 0.011731 -3.079292 0.681673 -0.242 -0.516 -0.093
H -4.648477 3.574648 -0.463425 0.036 0.083 0.048
H -4.954704 -1.203819 -1.563352 -0.051 -0.018 -0.097
H 6.822377 0.733565 -0.970621 0.041 0.024 -0.074
H -0.974057 -4.304337 -0.784732 -0.040 -0.043 0.012
H -4.683031 0.958183 -2.047887 0.054 -0.019 0.000
H 5.629140 0.994230 -2.240870 0.020 0.005 -0.004
H 4.765168 -1.090101 -1.556853 0.064 -0.058 0.023
H -0.830348 0.876086 -1.886428 0.037 0.043 -0.077
H -1.412445 1.417182 2.137901 -0.240 0.019 -0.029
H -4.842571 -2.194819 -0.111051 -0.091 -0.153 0.013
H -6.044389 2.496090 -0.581913 -0.112 0.000 0.042
H 5.752372 2.308103 0.469953 0.044 0.065 -0.024
H -1.178557 -2.741196 -2.578563 0.088 0.023 0.070
H -3.304018 2.065986 -1.879474 -0.146 -0.137 -0.017
H -3.089841 0.882812 2.474548 0.031 -0.067 0.008
H 5.487048 -0.970981 0.043998 0.036 -0.081 -0.041
H -0.970040 -0.226629 -3.290289 0.019 0.019 -0.017
H -3.384153 -1.464676 -0.804472 0.068 -0.039 -0.013
H -5.667152 0.246233 0.255048 0.059 -0.018 0.133
H 0.849124 -3.772000 0.558990 -0.225 0.138 0.149
H -1.986423 -3.000225 -0.151373 -0.043 -0.103 -0.088
H -0.486982 -3.273890 1.634781 0.127 -0.038 -0.028
H 0.551809 -0.144285 -2.363953 -0.001 0.010 0.000
H 5.085320 2.938920 -1.036594 0.076 0.037 0.008
H -5.445125 3.327052 -2.020017 -0.087 0.095 -0.085
H 0.436499 -2.428117 -1.901170 -0.048 0.015 -0.021
H -4.370815 -0.344649 1.300386 -0.120 0.103 -0.021
```
Forces are in eV/Å.